1.
# C20H41AuN2OP3

A molecular structure, C20H41AuN2OP3 in a non-equilibrium geometry (the ωB97M-V functional and the def2-TZVPD basis, the OMol25 dataset).

Last column: natural (NBO) charge in e.
Geometry (Å):
Au 0.825 2.028 0.434  0.67
P 2.827 1.056 -0.354  1.05
P -0.204 3.828 -0.677  1.02
P -0.948 -0.965 -2.799  1.29
H -3.360 -5.737 3.593  0.22
C -2.888 -6.154 2.695  -0.40
C -1.604 -6.537 2.657  -0.39
H -0.929 -6.454 3.516  0.22
C 3.823 0.983 1.167  -0.96
C 3.694 2.165 -1.483  -0.97
C 2.961 -0.599 -1.060  -0.99
C -2.021 3.796 -0.683  -0.95
C 0.260 5.282 0.328  -0.95
C 0.337 4.200 -2.375  -0.96
C -0.843 -2.697 -3.266  -0.95
C 0.235 0.211 -3.469  -0.97
C -2.608 -0.282 -2.770  -0.97
H -3.556 -6.363 1.846  0.19
H -1.211 -7.056 1.772  0.19
H 3.307 0.339 1.884  0.27
H 3.890 1.988 1.591  0.25
H 4.826 0.591 0.975  0.28
H 3.534 3.212 -1.204  0.26
H 3.318 2.020 -2.503  0.26
H 4.767 1.937 -1.456  0.28
H 2.290 -1.273 -0.506  0.32
H 3.992 -0.962 -0.984  0.28
H 2.652 -0.596 -2.109  0.24
H -2.429 4.751 -1.050  0.29
H -2.373 3.622 0.344  0.27
H -2.371 2.977 -1.329  0.25
H -0.114 6.215 -0.112  0.29
H 1.356 5.315 0.386  0.26
H -0.143 5.165 1.342  0.26
H -0.464 4.720 -2.916  0.28
H 0.577 3.272 -2.904  0.25
H 1.229 4.839 -2.347  0.28
H -0.870 -2.787 -4.357  0.29
H -1.672 -3.251 -2.806  0.29
H 0.096 -3.114 -2.882  0.28
H 0.747 -0.162 -4.364  0.30
H 0.973 0.386 -2.664  0.26
H -0.254 1.170 -3.706  0.27
H -3.225 -0.650 -3.598  0.30
H -2.601 0.812 -2.843  0.26
H -3.096 -0.553 -1.831  0.28
C -0.284 -2.158 0.720  0.48
C -1.645 -1.726 0.898  -0.27
C -2.654 -2.665 0.817  -0.22
C -2.316 -4.005 0.558  -0.07
C -0.981 -4.443 0.621  -0.20
C 0.035 -3.544 0.858  -0.23
O 0.578 -1.331 0.267  -0.69
H -0.584 -1.058 -1.432  0.04
H -1.840 -0.649 0.921  0.21
H -3.696 -2.360 0.961  0.25
H -3.110 -4.729 0.400  0.25
H -0.753 -5.501 0.574  0.26
H 1.077 -3.843 0.940  0.25
N 1.079 2.767 3.428  -0.32
C 0.793 2.463 4.708  0.04
C -0.087 1.384 4.684  -0.30
C -0.285 1.081 3.335  0.01
N 0.441 1.934 2.574  -0.48
H 1.698 3.496 3.075  0.43
H 1.224 3.017 5.524  0.27
H -0.520 0.882 5.533  0.28
H -0.899 0.299 2.910  0.24

HOMO level (spin up / spin down): -15.7 / -15.7 eV
2S+1: 3
total charge: +3
orbital gap (spin up / spin down): 7.563 / 4.190 eV
E: -57964.212 eV
LUMO (spin up / spin down): -0.2986 / -0.4243 hartree

=====

2.
# C20H41LuN2OP3

A molecular structure, C20H41LuN2OP3 in a non-equilibrium geometry (the ωB97M-V functional and the def2-TZVPD basis, the OMol25 dataset).

Last column: natural (NBO) charge in e.
Geometry (Å):
Lu -0.500 -0.203 0.245  1.80
P 1.624 0.661 2.258  0.75
P -1.027 2.250 -0.478  0.70
P 1.919 -0.547 -1.062  0.67
H -1.588 -3.302 1.065  0.21
C -0.511 -3.519 1.039  -0.38
C 0.328 -3.036 1.981  -0.38
H -0.042 -2.455 2.840  0.21
C 1.310 0.958 4.051  -0.92
C 2.323 2.319 1.881  -0.93
C 3.191 -0.286 2.441  -0.91
C -2.422 1.960 -1.622  -0.99
C -1.706 3.541 0.609  -0.91
C 0.246 3.232 -1.312  -0.92
C 2.889 -2.036 -0.596  -0.91
C 3.353 0.595 -1.089  -0.90
C 1.693 -0.713 -2.877  -0.92
H -0.149 -3.996 0.123  0.23
H 1.415 -3.157 1.928  0.23
H 0.777 0.104 4.489  0.25
H 0.736 1.883 4.202  0.23
H 2.285 1.061 4.548  0.27
H 1.541 3.080 1.986  0.23
H 2.749 2.351 0.872  0.24
H 3.110 2.509 2.621  0.27
H 2.954 -1.324 2.713  0.25
H 3.750 0.184 3.262  0.26
H 3.794 -0.258 1.526  0.23
H -2.642 2.988 -1.917  0.30
H -3.298 1.516 -1.118  0.28
H -2.184 1.439 -2.558  0.28
H -2.027 4.364 -0.042  0.28
H -0.900 3.879 1.277  0.25
H -2.550 3.164 1.201  0.26
H -0.273 4.132 -1.669  0.27
H 0.698 2.676 -2.146  0.26
H 1.023 3.511 -0.581  0.27
H 3.382 -2.421 -1.498  0.27
H 2.244 -2.811 -0.166  0.24
H 3.655 -1.769 0.143  0.26
H 3.995 0.259 -1.913  0.27
H 3.932 0.549 -0.160  0.25
H 3.033 1.624 -1.282  0.24
H 2.673 -0.853 -3.354  0.27
H 1.239 0.212 -3.260  0.24
H 1.034 -1.549 -3.140  0.26
C -1.990 -1.743 -2.468  0.25
C -3.021 -1.189 -3.218  -0.28
C -3.133 -1.586 -4.542  -0.15
C -2.266 -2.560 -5.038  -0.19
C -1.319 -3.176 -4.217  -0.15
C -1.238 -2.840 -2.859  -0.28
O -1.580 -1.009 -1.336  -0.83
H -1.959 -0.064 -1.421  0.53
H -3.635 -0.388 -2.816  0.22
H -3.910 -1.148 -5.167  0.26
H -2.341 -2.850 -6.085  0.26
H -0.657 -3.937 -4.633  0.25
H -0.570 -3.362 -2.169  0.23
N -2.186 1.108 3.979  -0.47
C -2.715 -0.182 4.029  -0.03
C -2.364 -0.796 2.867  -0.08
N -1.646 0.119 2.085  -0.73
C -1.516 1.237 2.833  0.24
H -2.241 1.813 4.726  0.47
H -3.269 -0.545 4.876  0.28
H -2.545 -1.813 2.536  0.25
H -0.977 2.144 2.576  0.24

HOMO level: -17.1 eV
2S+1: 1
total charge: +3
orbital gap: 7.891 eV
E: -87895.665 eV
LUMO: -0.3401 hartree

=====

3.
# C20H41N10O4PRbSSb

A molecular structure, C20H41N10O4PRbSSb (the ωB97M-V functional and the def2-TZVPD basis, the OMol25 dataset).

Last column: natural (NBO) charge in e.
Geometry (Å):
Rb -0.433 -0.324 -0.054  0.82
N 4.556 -1.330 1.217  -0.81
C 3.217 -1.331 0.949  0.29
S 2.739 -0.785 -0.611  -0.51
N 2.486 -1.711 1.984  -0.49
N 1.175 -1.934 1.725  -0.22
C 0.427 -1.895 2.764  -0.05
C -1.005 -2.221 2.754  0.16
C -1.705 -2.155 3.964  -0.25
C -3.047 -2.487 3.991  -0.17
C -3.666 -2.877 2.813  -0.28
C -2.902 -2.901 1.657  0.05
N -1.612 -2.578 1.613  -0.45
H 5.152 -0.801 0.606  0.40
H 4.831 -1.470 2.175  0.39
H 0.864 -1.633 3.728  0.17
H -1.185 -1.855 4.865  0.22
H -3.602 -2.447 4.920  0.22
H -4.712 -3.151 2.784  0.22
H -3.351 -3.182 0.709  0.20
N -6.573 0.486 0.310  -0.60
N -5.255 0.531 0.747  0.16
N -4.939 0.622 2.014  -0.27
C -3.613 0.541 1.944  0.12
N -3.178 0.401 0.687  -0.31
N -4.254 0.394 -0.072  -0.07
H -7.088 1.166 0.861  0.38
H -6.563 0.776 -0.663  0.39
H -2.970 0.577 2.806  0.22
C 0.680 5.160 0.545  -0.26
O 0.959 4.161 1.527  -0.83
P 0.447 2.643 1.186  1.62
O 1.228 1.879 2.378  -0.84
C 2.659 1.766 2.279  -0.27
O -1.038 2.605 1.838  -0.84
C -1.261 2.979 3.204  -0.27
H 1.060 6.101 0.933  0.20
H -0.393 5.256 0.368  0.18
H 1.180 4.930 -0.397  0.18
H 2.954 0.939 2.917  0.21
H 3.121 2.695 2.614  0.18
H 2.959 1.539 1.252  0.20
H -2.325 3.179 3.309  0.19
H -0.694 3.873 3.458  0.20
H -0.965 2.168 3.869  0.19
C 2.011 -3.572 -2.716  -0.41
N 0.632 -3.336 -2.327  -0.41
C 0.198 -3.915 -1.067  -0.44
C -0.138 -2.462 -2.983  0.53
O -1.278 -2.134 -2.679  -0.68
H 2.204 -4.646 -2.720  0.19
H 2.694 -3.074 -2.026  0.24
H 2.180 -3.185 -3.719  0.20
H 0.368 -4.993 -1.085  0.19
H -0.862 -3.717 -0.933  0.23
H 0.749 -3.474 -0.232  0.24
H 0.359 -2.050 -3.878  0.11
C -1.663 1.932 -6.160  -0.62
C -0.572 1.622 -5.140  -0.74
Sb -1.195 1.213 -3.111  0.99
C -3.193 0.504 -3.514  -0.74
C -4.296 1.546 -3.660  -0.62
C -1.624 3.246 -2.475  -0.75
C -1.979 4.307 -3.513  -0.62
H -1.240 2.078 -7.157  0.21
H -2.214 2.836 -5.902  0.20
H -2.386 1.118 -6.232  0.20
H 0.144 2.446 -5.068  0.22
H 0.005 0.750 -5.454  0.22
H -3.416 -0.183 -2.697  0.24
H -3.111 -0.117 -4.409  0.22
H -4.357 2.192 -2.781  0.20
H -5.273 1.068 -3.785  0.20
H -4.139 2.189 -4.527  0.20
H -0.722 3.540 -1.931  0.21
H -2.409 3.161 -1.717  0.21
H -1.217 4.380 -4.291  0.20
H -2.066 5.296 -3.054  0.20
H -2.928 4.093 -4.005  0.20

HOMO level: -6.9 eV
2S+1: 1
total charge: 0
orbital gap: 7.020 eV
E: -71812.122 eV
LUMO: 0.0044 hartree

=====

4.
# C20H41N6O6S2Tl

A molecular structure, C20H41N6O6S2Tl (the ωB97M-V functional and the def2-TZVPD basis, the OMol25 dataset).

Last column: Löwdin charge in e.
Geometry (Å):
Tl -0.043 1.279 -0.927  1.18
C 4.986 -1.093 -1.146  -0.02
N 3.779 -0.453 -0.634  -0.12
C 2.745 -1.361 -0.193  -0.04
C 3.464 0.830 -0.899  -0.46
O 2.267 1.226 -0.983  -0.14
N 4.467 1.716 -1.088  -0.13
C 5.701 1.677 -0.310  -0.03
C 4.167 3.009 -1.683  -0.02
H 4.696 -1.944 -1.766  0.10
H 5.620 -1.456 -0.337  0.10
H 5.551 -0.402 -1.762  0.09
H 3.194 -2.125 0.442  0.10
H 2.267 -1.858 -1.042  0.09
H 1.994 -0.824 0.384  0.06
H 5.719 0.810 0.342  0.09
H 5.754 2.575 0.309  0.10
H 6.577 1.657 -0.959  0.10
H 3.290 2.934 -2.317  0.09
H 5.019 3.322 -2.284  0.10
H 3.984 3.765 -0.915  0.10
O 0.322 0.826 1.403  -0.63
S -0.585 1.301 2.549  0.99
C 0.365 0.934 4.046  -0.30
C 0.384 2.224 4.861  -0.22
C 0.635 3.333 3.843  -0.21
C -0.371 3.099 2.719  -0.29
H 1.357 0.660 3.685  0.10
H -0.093 0.087 4.551  0.09
H 1.148 2.184 5.636  0.13
H -0.579 2.374 5.355  0.12
H 1.651 3.259 3.453  0.12
H 0.513 4.325 4.276  0.13
H -0.059 3.456 1.739  0.08
H -1.359 3.501 2.942  0.10
O -2.243 4.426 -1.764  0.14
N -1.345 4.736 -1.069  -0.14
O -0.351 4.183 -0.720  0.03
C -4.705 1.971 1.279  0.03
N -4.316 1.515 -0.057  -0.02
C -5.225 0.978 -0.910  -0.01
C -4.883 0.562 -2.147  0.03
C -3.513 0.704 -2.517  -0.36
N -2.634 1.239 -1.683  0.13
C -3.005 1.661 -0.453  -0.53
O -2.178 2.190 0.306  -0.09
N -3.082 0.283 -3.711  0.20
H -5.783 2.099 1.301  0.10
H -4.219 2.919 1.489  0.10
H -4.403 1.241 2.029  0.11
H -6.237 0.908 -0.537  0.15
H -5.618 0.154 -2.823  0.12
H -3.733 -0.010 -4.419  0.13
H -2.130 0.460 -3.986  0.12
C -1.235 -3.212 -3.573  -0.10
C -1.775 -4.014 -2.397  -0.28
C -2.113 -3.147 -1.191  -0.31
S -0.653 -2.295 -0.541  0.98
O -1.032 -0.804 -0.576  -0.64
C -0.775 -2.723 1.200  -0.33
C -0.435 -4.184 1.483  -0.27
C 0.994 -4.574 1.126  -0.10
H -1.001 -3.862 -4.413  0.09
H -0.320 -2.675 -3.312  0.06
H -1.970 -2.479 -3.911  0.06
H -1.058 -4.784 -2.103  0.11
H -2.688 -4.535 -2.692  0.12
H -2.549 -3.725 -0.378  0.09
H -2.791 -2.330 -1.450  0.10
H -1.792 -2.465 1.503  0.11
H -0.078 -2.038 1.689  0.09
H -1.142 -4.837 0.964  0.10
H -0.602 -4.345 2.549  0.12
H 1.221 -4.400 0.073  0.06
H 1.159 -5.631 1.326  0.09
H 1.711 -4.010 1.724  0.08

HOMO level (spin up / spin down): -13.8 / -13.9 eV
2S+1: 1
total charge: +2
orbital gap (spin up / spin down): 7.247 / 6.041 eV
E: -68978.448 eV
LUMO (spin up / spin down): -0.2410 / -0.2880 hartree